(1)
Entry from the OMol25 dataset: 6 unconnected molecules or ions with the total composition C41H80BrCl2F2N9O11P in a non-equilibrium geometry (ωB97M-V/def2-TZVPD).

Structure (ORCA input):
```
! wB97M-V def2-TZVPD RIJCOSX def2/J DEFGRID3
* xyz 1 1
H -5.27 1.33 0.74
H -2.43 0.21 -5.06
C 2.22 1.09 4.63
F 0.80 -0.23 -4.07
H 0.24 1.24 3.77
C -1.05 0.32 -6.74
C 2.91 -3.49 5.87
C -1.02 2.89 -2.54
H -5.60 -0.79 -0.17
H -0.92 1.04 -7.55
H -3.22 0.63 -0.33
H -1.88 -5.15 -5.40
N 0.59 0.65 1.29
H 2.55 1.28 1.81
H -2.82 1.38 -6.29
C 1.69 0.81 2.26
H 4.09 -5.27 5.71
H -4.37 -4.16 -5.62
C -2.07 -3.40 -6.58
Br 1.03 5.42 1.17
H -2.24 7.40 -0.06
H -4.43 -0.95 2.02
H -5.55 -4.13 1.41
C 1.46 -0.36 -2.93
N 6.00 -1.61 8.64
C 7.14 -0.80 8.27
C -1.70 7.02 -7.62
C -1.15 5.81 -6.91
H -1.34 7.94 -7.16
H -1.23 3.93 -2.74
H -2.16 -0.42 1.95
C -3.31 1.67 -0.03
H -2.16 -0.76 -8.24
H 0.76 7.37 -7.97
H 7.73 -1.31 7.52
H 4.73 -3.88 4.85
H -2.86 4.12 0.88
H -1.45 2.98 -5.44
H -1.62 -3.65 -4.51
C -3.69 -4.18 -4.78
N 1.10 0.62 -1.96
H -2.00 -1.65 -5.37
C 4.23 -4.20 5.76
C -1.34 2.65 -1.04
C -2.00 0.94 -5.73
H -1.28 6.73 -1.38
C 9.36 -5.54 3.55
O 1.77 0.13 5.46
H -5.68 -2.09 2.53
H -0.05 0.15 -6.35
H 1.80 5.95 -8.20
O -1.88 4.99 -6.37
C 2.42 -4.68 8.03
N -5.75 -1.52 0.51
C -1.56 -0.99 -7.37
O 3.33 1.61 4.71
H -3.15 -2.59 -3.39
C 1.21 6.52 -7.48
C -6.47 -3.84 0.89
H -3.35 -1.72 -6.52
C -2.20 4.73 0.28
C -2.95 5.52 -0.79
H 1.89 6.88 -6.70
O -1.75 -0.75 1.14
H 3.38 -5.17 7.91
H 7.77 -0.63 9.15
H -2.88 7.48 -1.69
C 7.31 -6.44 4.74
N 8.06 -5.44 4.20
Cl -0.18 -1.38 3.38
O 3.83 -2.10 8.90
H -4.87 2.99 0.49
N -0.71 1.40 -0.48
C 4.32 0.06 7.99
P -0.20 -1.03 1.36
C 4.68 -1.30 8.54
C 0.30 1.58 0.44
H 1.63 -5.43 8.07
C -5.46 2.00 -1.32
C 1.26 1.51 3.55
H 2.42 -4.12 8.96
C -1.00 3.98 -0.28
H -0.52 4.67 -0.96
H -2.17 1.13 -3.16
H -2.84 -3.78 -7.23
H 1.28 -3.26 6.95
H -6.49 1.67 -1.23
C -2.29 -1.89 -6.39
O 6.23 -6.19 5.26
C -2.30 6.87 -1.01
H 7.15 -8.51 5.14
C -4.04 -3.03 -3.82
H 8.81 -7.91 5.21
H 2.04 -0.19 2.52
Cl -4.66 5.73 -0.35
O -2.74 2.51 -1.02
C 0.03 3.81 0.83
H -6.82 -4.68 0.30
H 6.83 0.16 7.88
H -4.52 -2.24 -4.39
C -6.21 -2.68 -0.04
N 0.96 2.79 0.39
H 1.81 0.52 -1.24
H -0.28 1.80 -4.83
H -3.86 -5.12 -4.26
H 4.73 0.85 8.61
C -4.78 2.01 0.05
H 0.03 2.74 -2.76
H 0.50 4.83 -6.40
C -5.48 -1.23 1.90
H 6.17 -2.52 9.03
H 1.37 2.58 3.42
H -0.70 -1.54 -7.74
H 3.24 0.15 7.97
O 2.51 -2.69 5.01
H -5.50 2.98 -1.76
H -1.79 5.47 0.96
H 9.70 -6.57 3.53
H 7.64 -4.53 4.28
H -1.10 -3.63 -7.00
C -0.22 0.43 -1.47
O 2.34 -1.18 -2.74
H -2.87 2.66 -3.54
F -0.60 3.41 1.97
H -4.73 -3.33 -3.04
H 4.69 0.17 6.97
N 0.20 5.66 -6.89
N 2.14 -3.77 6.93
H -2.92 4.95 -1.70
H -4.92 1.34 -1.99
H -7.23 -3.58 1.63
C -1.93 2.13 -3.51
H -2.79 6.99 -7.55
H -1.42 7.00 -8.68
O -6.39 -2.76 -1.24
C -1.33 2.04 -4.90
H 1.86 2.82 0.85
C 7.86 -7.84 4.67
C -2.24 -4.13 -5.25
H 10.09 -4.94 4.09
H 2.43 -0.59 5.45
H 4.86 -3.95 6.61
H -2.88 1.84 0.95
O -0.90 -0.51 -1.82
H -6.10 -0.40 2.24
H 9.29 -5.17 2.53
H 8.00 -8.15 3.64
*
```

Output
Kohn-Sham gap	7.16	eV

***

(2)
Entry from the OMol25 dataset: 9 unconnected molecules or ions with the total composition C41H80F24N9O20S8 in a non-equilibrium geometry (ωB97M-V/def2-TZVPD).

Structure (ORCA input):
```
! wB97M-V def2-TZVPD RIJCOSX def2/J DEFGRID3
* xyz 1 1
H -0.62 -1.40 2.61
O 2.23 0.80 3.96
H 0.61 8.35 -1.23
H -2.82 -7.62 -2.47
F 0.63 -3.82 5.98
H -0.37 -1.63 -4.35
C -0.20 6.48 -0.41
H 1.88 11.20 -0.32
N 2.64 -0.73 -3.23
H 5.99 1.94 6.04
H 2.01 7.48 1.32
H -0.54 0.40 2.42
H -0.08 -9.97 -1.69
C 4.86 0.95 2.81
O -4.38 3.24 -1.29
H -1.41 -5.71 -3.37
H -2.67 0.44 -1.81
H -2.45 -1.91 -3.24
F 2.48 3.88 3.70
N 0.13 8.67 0.97
C -3.49 3.01 -3.82
H -3.77 -9.09 -0.92
H -1.07 8.83 2.81
H -1.52 1.03 -7.59
O 3.37 0.74 -1.10
H 5.78 1.24 2.31
H 1.25 -0.43 -5.66
H 0.39 -8.54 -2.52
N -4.20 0.78 -2.25
C -2.75 -5.03 -0.18
S -0.18 3.45 3.40
C -1.95 -5.16 -2.60
C 4.15 -0.04 5.06
H -1.26 -9.25 -2.40
O 4.53 -2.31 -3.93
H 2.83 9.21 -0.29
H -1.24 2.01 -1.08
C -3.22 -8.24 -0.51
C -1.00 8.18 1.94
C 6.50 -0.25 4.28
O 2.70 -3.89 2.70
C 5.74 1.98 4.98
O -0.98 -6.00 2.11
F -2.72 -3.19 2.36
H -2.87 0.30 -6.67
H -4.17 -6.84 -1.76
H 7.33 0.30 3.85
H 0.67 1.33 0.54
H 1.40 1.28 4.05
H -1.84 -0.60 1.63
H 2.03 -0.07 1.86
F -2.94 -3.59 4.47
O -2.04 2.97 5.71
H 6.61 2.36 4.44
S -1.57 1.90 4.78
H 4.90 2.67 4.87
C -1.22 1.04 -0.58
S 3.38 -2.03 -3.05
S 3.61 0.49 -2.51
F 2.66 -4.56 -3.58
F 1.90 3.17 1.73
H -1.71 4.40 -1.49
C 3.04 2.06 -3.48
F 0.89 -3.32 -2.81
C 1.74 -3.55 5.27
C 2.53 9.47 0.72
C -0.84 -1.69 -6.97
C -0.58 -8.09 -0.57
O -6.06 2.78 -3.03
H 1.69 8.69 2.55
H 6.21 -1.12 3.70
O -1.81 0.14 -1.51
H 4.63 -0.18 6.03
N -0.80 -6.55 -0.80
O -0.75 -5.78 4.54
H -1.80 -2.15 -6.73
O -2.58 1.61 3.78
F -3.65 -4.99 3.05
H 0.39 -2.01 -0.92
H 0.68 0.29 -0.91
H -0.47 10.58 -0.14
F -0.68 0.62 6.85
H -3.15 -5.61 0.65
H 3.45 9.58 1.30
H -3.67 0.00 -3.65
C -0.06 8.00 -0.45
O 0.37 -5.76 -0.70
S -4.76 2.46 -2.44
C -0.80 -0.55 1.96
F -3.85 2.50 -4.97
F 1.65 -3.11 -4.82
F -2.57 -0.26 6.01
H -1.93 8.05 1.38
H -1.02 6.64 -2.57
H -0.95 0.01 -3.97
C -2.16 -5.97 -1.26
C -2.69 -4.15 3.24
C 1.64 -0.98 1.42
H -2.74 -2.41 -4.86
O -5.64 1.02 -0.16
C 1.59 8.47 1.48
F 1.93 -2.22 5.09
C -4.70 -1.44 -0.77
F 1.69 2.01 -3.50
C -1.83 0.64 -6.62
H -1.90 1.19 0.26
O -3.50 -0.49 -4.46
C 1.56 3.95 2.70
F 3.44 3.18 -2.86
C 0.57 0.29 -6.13
H 0.59 6.12 -2.43
O -6.51 0.09 -2.25
H -3.65 -4.54 -0.56
C -2.50 -1.53 -4.26
S 1.60 -4.45 3.49
C 0.13 0.55 0.00
H 0.19 -2.96 0.50
H 1.49 -1.74 2.19
H 2.32 0.24 5.98
H -1.04 8.39 -0.73
H -2.15 -4.18 0.13
H 6.84 -0.39 5.31
S -0.90 -5.13 3.24
H -1.35 -4.27 -2.42
C 0.66 -8.46 0.35
F 3.47 2.07 -4.75
N 0.05 2.13 4.17
C 2.05 -3.37 -3.58
H 0.52 1.09 -5.39
F -3.66 -1.21 -0.07
C -0.37 6.05 -1.92
H 0.00 4.01 -1.53
N 0.04 -3.93 2.98
C -0.38 -8.93 -1.85
H 0.62 5.89 0.00
H 1.56 -8.25 -0.22
N 0.21 -0.80 0.85
F -4.54 -2.30 -1.85
O 3.64 -2.32 -1.65
F 2.84 -4.04 5.93
H -1.07 6.16 0.16
H -0.90 -1.42 -8.02
F -2.27 2.56 -3.42
H 2.97 1.81 5.46
H 0.91 0.66 -7.10
C -0.17 -2.05 0.01
H -1.91 1.52 -5.98
H 0.67 -9.52 0.59
O 1.86 -5.85 3.73
H 0.86 -8.02 1.33
H 4.42 0.04 2.42
F 1.41 5.14 2.12
C -1.33 0.22 5.76
C 0.13 10.27 0.71
C -3.14 -7.12 -1.55
H -1.85 -7.91 1.06
C -0.77 4.60 -2.02
H -0.97 4.29 -3.05
H -1.23 -1.97 -0.23
O -0.47 4.66 4.19
H 0.05 -2.29 -6.78
H -0.69 7.16 2.19
H -3.95 -7.92 0.23
H -1.87 -9.61 0.43
F -3.47 4.29 -3.99
C 2.88 0.75 5.20
S -5.38 0.30 -1.38
H 2.23 -1.41 0.61
H -2.90 -4.93 -3.09
H -0.35 10.61 1.63
N -0.84 -0.40 -6.03
O 5.02 0.34 -2.81
C -1.13 -0.88 -4.56
F -0.60 -0.61 5.12
O -0.92 3.21 2.15
H 3.94 -0.91 4.45
C 1.61 10.70 0.61
H 1.94 11.46 1.32
F -5.68 -2.02 0.03
N 5.27 0.67 4.24
H 4.08 1.71 2.73
C -1.88 -8.55 0.18
*
```

Output
Kohn-Sham gap	5.01	eV

***

Computed values of HOMO (unit: eV) for the preceding records, in sequence: -11.03; -10.86.
Computed values of LUMO level (unit: eV) for the preceding records, in sequence: -3.873; -5.848.
Computed values of calculated total energy (unit: Ha) for the preceding records, in sequence: -6966.0820; -9189.2476.